The following is a DFT calculation (ωB97M-V with the def2-TZVPD basis set) of a cluster of 3 separate species, C6H15NO2 in total at a distorted geometry.

Its total charge is 0. For the energy above the lowest of the compared OMol25 structures with the same formula, charge and spin, the calculation gives 55.5 kcal per mole. As for the SMILES: C=C(C)N.C=C(C)O.O. The LUMO energy comes out at 0.853 eV.

Structure (XYZ):
```
24
Properties=species:S:1:pos:R:3:forces:R:3
O 1.117726 2.254098 0.228941 -1.6 -1.3 0.7
O -2.012127 2.866642 -0.131535 -0.1 -0.1 -0.2
N 0.568628 -1.922984 -1.388838 0.1 -0.1 -0.1
C -1.428984 0.940994 -1.374508 -0.2 0.1 0.1
C -1.192281 1.028851 1.133277 -1.5 -0.2 -0.6
C 0.192501 -2.650865 0.857551 0.0 -0.1 0.0
C -1.579891 1.593460 -0.044391 0.5 -0.2 0.8
C 2.003219 -1.012424 0.343772 -0.1 -0.1 -0.1
C 0.888895 -1.942685 -0.032534 -0.1 0.2 0.1
H -1.039949 -0.067869 -1.273881 0.0 0.0 0.0
H -2.402077 0.910693 -1.868232 0.0 0.0 0.0
H -1.513791 1.472441 2.066421 0.3 0.3 0.1
H 0.372499 1.690397 0.795922 2.5 2.0 -1.3
H 0.418245 -2.602806 1.908164 0.1 0.1 0.1
H -0.606818 -3.311319 0.558703 -0.1 -0.1 -0.1
H -1.026062 -0.036039 1.162942 0.3 -0.1 -0.1
H 2.947471 -1.370253 -0.070941 0.1 0.0 0.0
H 2.105491 -0.949193 1.423678 0.0 0.0 0.0
H 1.799029 2.708934 0.730198 -0.3 -0.3 0.5
H -2.035263 3.271757 0.743312 0.0 -0.1 0.0
H 0.029456 -2.710099 -1.716589 0.1 0.0 0.0
H -0.749804 1.527176 -1.992508 0.0 0.1 0.0
H 1.817620 -0.014297 -0.052931 0.0 0.1 0.0
H 1.326265 -1.674611 -2.005993 0.0 -0.1 0.0
```
Forces are in eV/Å.

Partial charges, Löwdin, in e:
1. O -0.16
2. O 0.07
3. N 0.07
4. C -0.01
5. C -0.01
6. C 0.00
7. C -0.45
8. C -0.05
9. C -0.50
10. H 0.06
11. H 0.09
12. H 0.07
13. H 0.05
14. H 0.05
15. H 0.05
16. H 0.06
17. H 0.08
18. H 0.08
19. H 0.02
20. H 0.12
21. H 0.09
22. H 0.10
23. H 0.05
24. H 0.09